[1]
# C4H7NO

The molecule C4H7NO (wB97M-V/def2-TZVPD, OMol25).

## Properties
Energy above the lowest of the compared OMol25 structures with the same formula, charge and spin in kcal per mole: 11.0
Total charge: 0
Gap between HOMO and LUMO in eV: 10.476
SMILES string: O=C1CCCN1
Highest occupied orbital energy in eV: -9.56

Positions of all 13 atoms, in Å:
O  -0.364  1.747  1.785
N  0.466  -0.298  1.165
C  0.681  -1.063  -0.035
C  -0.930  0.781  -0.375
C  -0.277  0.841  0.989
C  0.171  -0.091  -1.132
H  1.745  -1.335  -0.119
H  0.957  0.618  -1.422
H  0.490  -0.712  2.077
H  -1.103  1.828  -0.670
H  -1.943  0.363  -0.190
H  -0.001  -0.680  -2.045
H  0.108  -2.001  -0.029

So, what does the natural (NBO) scheme give us? The charges, in e, come out as: -0.593, -0.635, -0.211, -0.513, 0.676, -0.413, 0.197, 0.213, 0.405, 0.241, 0.232, 0.223, 0.178

[2]
# C2H5B

A cluster of 2 separate species, C2H5B in total at a distorted geometry (wB97M-V/def2-TZVPD, OMol25).

## Properties
Energy above the lowest of the compared OMol25 structures with the same formula, charge and spin in kcal per mole: 110.8
Total charge: 0
Gap between HOMO and LUMO (spin up / spin down) in eV: 9.092 / 6.690
Highest occupied orbital energy (spin up / spin down) in eV: -9.49 / -7.33

Positions of all 8 atoms, in Å:
C  -0.692  -1.121  0.451
C  0.288  -0.269  0.066
B  0.524  0.702  -1.001
H  -0.592  2.724  0.177
H  -0.465  -1.677  1.334
H  1.006  -0.174  0.973
H  1.297  1.242  -1.665
H  -1.366  -1.428  -0.335

So, what does the natural (NBO) scheme give us? The charges, in e, come out as: -0.336, -0.760, 0.668, -0.136, 0.199, 0.275, -0.101, 0.190

[3]
# C20H46HfO2P4

A structure of composition C20H46HfO2P4 at a distorted geometry (wB97M-V/def2-TZVPD, OMol25).

## Properties
Energy above the lowest of the compared OMol25 structures with the same formula, charge and spin in kcal per mole: 0.0
Total charge: +4
Gap between HOMO and LUMO in eV: 2.808
Highest occupied orbital energy in eV: -18.09

Positions of all 73 atoms, in Å:
Hf  -0.192  -0.011  -0.305
P  2.016  -2.672  0.358
P  -2.389  -1.286  -0.703
P  -0.752  2.578  -0.011
P  -0.951  0.036  2.294
O  1.244  -1.321  0.161
O  -0.003  0.207  -2.188
C  0.212  0.771  -5.777
C  3.747  1.024  2.603
C  -0.105  1.227  3.392
C  3.212  -2.428  1.654
C  3.383  0.508  3.935
C  -2.047  -2.297  -2.189
C  0.842  -3.937  0.822
C  -0.110  0.143  -4.575
C  1.503  1.581  -3.426
C  -0.570  -1.521  3.170
C  -1.024  3.369  -1.636
C  -2.711  0.232  2.769
C  2.796  -3.087  -1.186
C  1.809  2.198  -4.637
C  -3.250  -2.459  0.390
C  0.579  3.634  0.671
C  1.158  1.803  -5.813
C  -2.217  3.206  0.895
C  -3.730  -0.177  -1.264
C  0.475  0.618  -3.389
H  2.036  -3.315  -1.946
H  -1.004  -2.643  -2.189
H  -1.957  2.998  -2.081
H  -0.420  1.013  4.424
H  2.569  2.980  -4.660
H  3.940  -1.662  1.361
H  3.751  -3.366  1.843
H  -2.574  -2.831  1.170
H  -3.111  2.638  0.604
H  -3.328  0.809  -1.539
H  3.410  -2.247  -1.535
H  3.439  -3.969  -1.060
H  -4.225  -0.618  -2.140
H  -0.816  -0.683  -4.512
H  -2.083  3.132  1.981
H  2.942  1.184  4.662
H  -1.095  4.455  -1.493
H  4.593  0.470  2.161
H  -2.372  4.261  0.627
H  0.498  -1.760  3.085
H  -0.278  0.456  -6.697
H  -0.199  3.144  -2.323
H  2.738  -2.110  2.592
H  -4.113  -1.975  0.865
H  -0.066  -3.885  0.204
H  -2.766  0.272  3.866
H  0.484  3.734  1.759
H  1.401  2.292  -6.760
H  -4.459  -0.045  -0.453
H  2.015  1.838  -2.493
H  -0.820  -1.394  4.233
H  -2.213  -1.707  -3.101
H  0.522  4.629  0.208
H  3.675  -0.501  4.211
H  -1.161  -2.352  2.767
H  -2.707  -3.176  -2.189
H  0.557  -3.840  1.878
H  -3.300  -0.622  2.415
H  1.556  3.190  0.444
H  2.874  0.860  1.884
H  -3.598  -3.313  -0.208
H  0.989  1.127  3.336
H  -3.135  1.151  2.354
H  1.299  -4.925  0.680
H  -0.389  2.257  3.149
H  3.974  2.108  2.599

So, what does the Mulliken scheme give us? The charges, in e, come out as: 1.463, 1.000, 1.240, 0.697, 0.827, -1.162, -0.082, -0.598, -0.454, -0.790, -0.936, 0.004, -1.453, -0.993, -0.614, -0.461, -1.077, -1.281, -1.232, -1.141, -0.549, -1.432, -1.271, -0.704, -1.307, -1.215, 0.963, 0.379, 0.302, 0.363, 0.603, 0.427, 0.276, 0.465, 0.297, 0.342, 0.230, 0.369, 0.483, 0.444, 0.241, 0.444, 0.332, 0.597, 0.391, 0.522, 0.081, 0.439, 0.360, 0.125, 0.447, 0.267, 0.518, 0.400, 0.431, 0.458, 0.358, 0.586, 0.325, 0.483, 0.347, 0.181, 0.599, 0.345, 0.352, 0.343, 0.019, 0.514, -0.401, 0.267, 0.486, 0.337, 0.388

[4]
# C7H17N2O3P

A cluster of 2 separate species, C7H17N2O3P in total at a distorted geometry (wB97M-V/def2-TZVPD, OMol25).

## Properties
Energy above the lowest of the compared OMol25 structures with the same formula, charge and spin in kcal per mole: 1.2
Total charge: 0
Gap between HOMO and LUMO in eV: 10.032
SMILES string: CCCCNP(O)OCC.N=C=O
Highest occupied orbital energy in eV: -9.29

Positions of all 30 atoms, in Å:
P  1.574  0.313  -0.927
O  1.996  0.307  0.660
O  0.661  4.477  0.354
O  2.254  -1.254  -1.253
N  -0.027  -0.152  -0.873
N  -0.586  2.497  0.431
C  3.022  1.038  1.133
C  -4.392  -1.627  0.077
C  -1.756  -1.494  0.439
C  -0.525  -1.469  -0.311
C  3.830  1.719  0.094
C  -2.967  -1.361  -0.496
C  0.078  3.476  0.415
H  -0.428  -0.052  -1.821
H  -2.861  -2.004  -1.368
H  -1.783  -0.771  1.184
H  3.622  0.296  1.680
H  -5.077  -1.562  -0.762
H  0.311  -1.816  0.250
H  3.052  -1.413  -0.685
H  -1.706  -2.363  1.158
H  -4.566  -0.827  0.923
H  4.177  1.150  -0.759
H  -0.589  -2.162  -1.159
H  -4.546  -2.617  0.475
H  4.798  1.938  0.528
H  -3.014  -0.311  -0.888
H  3.537  2.703  -0.271
H  2.527  1.718  1.842
H  -0.615  1.623  -0.072

So, what does the natural (NBO) scheme give us? The charges, in e, come out as: 1.492, -0.809, -0.536, -1.026, -1.013, -0.790, -0.057, -0.599, -0.436, -0.210, -0.688, -0.392, 0.850, 0.401, 0.191, 0.216, 0.172, 0.210, 0.214, 0.486, 0.217, 0.202, 0.222, 0.189, 0.204, 0.226, 0.198, 0.233, 0.187, 0.446

> Which value of energy above the lowest of the compared OMol25 structures with the same formula, charge and spin does entry 2 give?

110.8 kcal per mole

> What is the total charge in the third record?

+4

> total charge of number 3 (C20H46HfO2P4)?

+4